# 1
Computed, not measured: C39H33F6NO11P4ReS2Si as an isolated structure in a non-equilibrium geometry, with ωB97M-V/def2-TZVPD.

XYZ file:
```
98
Properties=species:S:1:pos:R:3:lowdin_spin:R:1
Re 0.22 -0.27 -0.41 0.8574
C 3.34 -1.16 1.58 -0.0027
Si 1.72 -0.24 1.66 0.0208
C 0.82 -1.06 3.10 -0.0003
C 1.38 -1.11 4.38 -0.0003
C 0.80 -1.88 5.37 -0.0001
C -0.33 -2.65 5.09 0.0000
C -0.89 -2.61 3.83 -0.0001
C -0.33 -1.79 2.85 0.0016
P -0.98 -1.71 1.16 0.0040
C -0.83 -3.45 0.65 -0.0020
C -1.91 -4.31 0.48 -0.0009
C -1.69 -5.63 0.10 0.0000
C -0.40 -6.09 -0.11 -0.0006
C 0.68 -5.23 0.06 0.0002
C 0.46 -3.92 0.44 0.0001
C -2.77 -1.39 1.36 0.0012
C -3.34 -1.05 2.59 -0.0004
C -4.71 -0.87 2.69 0.0002
C -5.52 -1.01 1.58 -0.0006
C -4.96 -1.31 0.35 0.0001
C -3.59 -1.50 0.24 -0.0007
C 2.02 1.52 2.22 0.0080
C 3.09 1.92 3.02 0.0010
C 3.15 3.23 3.48 0.0009
C 2.16 4.14 3.14 0.0009
C 1.10 3.75 2.33 0.0001
C 1.04 2.44 1.87 0.0041
P -0.25 1.85 0.74 -0.0031
C -0.46 3.34 -0.29 -0.0022
C 0.47 3.59 -1.30 -0.0001
C 0.43 4.78 -2.00 0.0000
C -0.53 5.73 -1.71 -0.0002
C -1.46 5.49 -0.70 -0.0001
C -1.42 4.30 0.01 -0.0006
C -1.76 1.74 1.75 -0.0012
C -3.03 1.80 1.17 -0.0008
C -4.17 1.85 1.97 0.0001
C -4.05 1.83 3.35 -0.0009
C -2.80 1.74 3.94 0.0001
C -1.66 1.69 3.14 -0.0009
H 3.64 -1.41 2.60 -0.0005
H 4.12 -0.57 1.11 -0.0001
H 3.25 -2.10 1.03 -0.0001
H 2.27 -0.54 4.61 0.0000
H 1.23 -1.91 6.36 0.0000
H -0.76 -3.29 5.85 0.0000
H -1.76 -3.22 3.60 0.0000
H -2.92 -3.96 0.64 0.0000
H -2.54 -6.29 -0.04 0.0000
H -0.24 -7.12 -0.42 0.0000
H 1.69 -5.59 -0.10 0.0000
H 1.31 -3.25 0.56 0.0004
H -2.72 -0.91 3.46 0.0000
H -5.14 -0.61 3.65 0.0000
H -6.59 -0.86 1.67 0.0000
H -5.58 -1.41 -0.53 0.0000
H -3.16 -1.77 -0.71 -0.0001
H 3.87 1.22 3.28 0.0001
H 3.99 3.55 4.09 0.0001
H 2.22 5.16 3.49 0.0000
H 0.35 4.48 2.05 0.0000
H 1.21 2.85 -1.55 0.0001
H 1.15 4.96 -2.79 0.0000
H -0.57 6.66 -2.27 0.0000
H -2.22 6.23 -0.47 0.0000
H -2.14 4.14 0.80 0.0000
H -3.14 1.82 0.10 -0.0001
H -5.14 1.91 1.50 0.0000
H -4.94 1.89 3.97 0.0000
H -2.70 1.71 5.02 0.0000
H -0.69 1.63 3.62 0.0000
O -3.69 0.56 -2.33 -0.0002
P -2.14 0.92 -2.42 0.0026
O -1.93 2.26 -2.94 0.0027
O -1.60 0.55 -1.01 0.0238
O -1.52 -0.21 -3.40 0.0012
P -1.32 -1.76 -3.03 0.0047
O -2.83 -2.22 -2.67 0.0003
O -0.82 -2.55 -4.15 0.0040
O -0.58 -1.75 -1.68 0.0303
H -3.84 -0.39 -2.20 0.0000
H -3.11 -2.86 -3.33 0.0001
F 1.28 -0.86 -4.61 0.0001
C 2.15 -1.44 -3.82 0.0012
F 1.75 -2.63 -3.43 0.0004
F 3.31 -1.55 -4.44 0.0003
S 2.35 -0.37 -2.28 0.0053
O 1.24 0.61 -2.16 0.0240
O 2.14 -1.27 -1.11 0.0159
N 3.70 0.24 -2.60 0.0005
S 4.82 1.07 -1.82 0.0001
O 5.09 0.53 -0.52 0.0001
O 5.87 1.36 -2.73 0.0002
C 3.96 2.68 -1.52 -0.0001
F 4.87 3.61 -1.25 0.0000
F 3.26 3.04 -2.58 0.0000
F 3.13 2.56 -0.48 0.0008
```

E_HOMO (spin up / spin down) = -9.2 / -8.8 eV
DFT total energy = -150138.63620 eV
Energy relative to the best compared isomer or geometry (same formula, charge and spin) = 0.000 eV
2S+1 = 2
<S²> = 0.7553
Kohn-Sham gap (spin up / spin down) = 0.3201 / 0.2675 Eh
LUMO energy (spin up / spin down) = -0.4410 / -1.5567 eV



# 2
Computed, not measured: C39H34B2F19GeN6NaS4 as an isolated structure in a non-equilibrium geometry, with ωB97M-V/def2-TZVPD.

XYZ file:
```
106
Properties=species:S:1:pos:R:3:mulliken_charge:R:1
Na 0.54 -0.14 -1.00 1.1520
C -0.46 -5.51 2.65 -2.2422
C -0.61 -4.60 1.43 1.5417
C -1.31 -5.37 0.30 -1.6370
C 0.78 -4.14 1.00 -1.6594
N -1.43 -3.43 1.76 0.5708
C -2.05 -3.20 2.97 0.1053
C -2.63 -1.99 2.90 -1.6006
N -2.40 -1.45 1.66 -0.2604
B -2.77 0.02 1.43 0.5301
N -1.91 0.95 2.30 -0.1361
C -2.34 2.23 2.51 -1.5980
C -1.39 2.91 3.16 -0.0330
N -0.33 2.06 3.37 0.4410
C -0.67 0.84 2.85 0.2427
S 0.17 -0.59 3.03 -0.2574
C 0.92 2.58 3.92 1.8621
C 2.06 1.57 3.93 -2.4815
C 0.63 3.02 5.37 -1.7573
C 1.35 3.78 3.05 -1.6031
N -2.73 0.40 -0.07 0.5548
C -3.58 -0.26 -0.92 -1.6364
C -3.45 0.25 -2.15 -0.1644
N -2.50 1.26 -2.10 0.8060
C -2.06 1.33 -0.80 -0.4153
S -0.93 2.38 -0.18 -0.1398
C -2.25 2.11 -3.26 1.7461
C -2.07 1.23 -4.51 -1.7497
C -1.01 2.99 -3.14 -2.3554
C -3.49 3.01 -3.43 -1.8841
C -1.65 -2.34 0.97 0.2754
S -1.24 -2.23 -0.65 -0.4261
H 0.17 -6.35 2.37 0.4547
H -1.42 -5.90 2.98 0.4710
H 0.02 -4.98 3.46 0.4811
H -0.71 -6.23 0.01 0.4576
H -1.42 -4.72 -0.56 0.3283
H -2.29 -5.72 0.62 0.3828
H 1.44 -5.01 0.90 0.5441
H 1.20 -3.45 1.73 0.2872
H 0.74 -3.63 0.04 0.2868
H -2.00 -3.88 3.79 0.4801
H -3.19 -1.44 3.63 0.5493
H -3.91 0.14 1.81 -0.2063
H -3.29 2.56 2.14 0.5785
H -1.38 3.93 3.47 0.5055
H 1.81 0.70 4.53 0.3864
H 2.95 2.05 4.34 0.5751
H 2.28 1.23 2.92 0.3663
H 0.30 2.15 5.94 0.3900
H -0.14 3.78 5.41 0.3551
H 1.54 3.41 5.83 0.4494
H 1.40 3.45 2.01 0.2735
H 2.33 4.13 3.35 0.4660
H 0.65 4.60 3.11 0.3855
H -4.20 -1.06 -0.57 0.5866
H -3.94 -0.03 -3.06 0.5208
H -1.29 0.50 -4.33 0.3498
H -1.77 1.85 -5.35 0.4751
H -2.99 0.71 -4.79 0.3881
H -0.13 2.37 -3.01 0.4867
H -1.08 3.66 -2.29 0.4138
H -0.89 3.57 -4.05 0.5857
H -4.40 2.42 -3.55 0.3503
H -3.37 3.66 -4.30 0.4667
H -3.61 3.65 -2.55 0.3427
F 2.60 0.45 -4.30 -0.4212
B 2.00 -0.61 -3.67 -0.0635
F 1.74 -1.63 -4.54 -0.3505
F 2.83 -1.06 -2.63 -0.0928
F 0.79 -0.18 -3.07 -0.2606
F 4.45 3.04 0.66 -0.2794
C 5.43 2.34 1.26 0.3446
C 5.75 1.10 0.75 -0.6928
C 6.81 0.45 1.36 0.4258
F 7.24 -0.73 0.88 -0.3132
C 7.50 0.99 2.44 -0.0272
F 8.54 0.34 2.99 -0.3365
C 7.12 2.23 2.94 0.8008
F 7.78 2.77 3.99 -0.3444
C 6.08 2.92 2.34 -0.1346
F 5.73 4.14 2.80 -0.3673
Ge 4.33 0.32 -0.55 -0.0076
S 2.62 0.14 0.61 0.7177
C 5.24 -1.34 -1.26 0.0082
C 5.58 -1.58 -2.58 0.3004
F 5.53 -0.60 -3.48 -0.3395
C 6.02 -2.83 -3.01 0.1838
F 6.41 -3.03 -4.28 -0.3396
C 6.08 -3.88 -2.10 0.5660
F 6.51 -5.09 -2.51 -0.3430
C 5.72 -3.67 -0.78 0.1214
F 5.79 -4.69 0.09 -0.3423
C 5.31 -2.41 -0.39 0.0343
F 4.98 -2.20 0.89 -0.3971
C 4.60 1.69 -2.01 0.4609
C 5.87 1.96 -2.48 0.9991
F 6.92 1.32 -1.92 -0.4008
C 6.11 2.86 -3.51 0.3719
F 7.36 3.11 -3.95 -0.3567
C 5.03 3.52 -4.08 0.4276
F 5.24 4.40 -5.08 -0.3553
C 3.74 3.30 -3.61 -0.0101
F 2.72 3.97 -4.15 -0.3228
C 3.55 2.39 -2.57 -0.9211
F 2.32 2.21 -2.09 0.0526
```

E_HOMO = -2.2 eV
DFT total energy = -207208.03480 eV
Energy relative to the best compared isomer or geometry (same formula, charge and spin) = 0.000 eV
Net charge = -2
Kohn-Sham gap = 0.2104 Eh
LUMO energy = 3.5005 eV



# 3
Computed, not measured: C39H34BiN6O5 as an isolated structure in a non-equilibrium geometry, with ωB97M-V/def2-TZVPD.

XYZ file:
```
85
Properties=species:S:1:pos:R:3:mulliken_charge:R:1
Bi 0.31 0.17 -0.20 2.5994
N 0.65 -1.32 3.34 0.1087
C 1.79 -1.47 2.58 0.6295
C 2.98 -1.73 3.28 -0.6783
C 4.14 -1.95 2.58 -0.3864
C 4.11 -1.93 1.19 -0.9838
C 2.91 -1.65 0.58 -0.2561
N 1.77 -1.41 1.26 -0.2482
C -0.67 -0.94 3.11 -0.6456
C -1.51 -1.02 4.23 -0.4526
C -2.81 -0.62 4.12 -0.5231
C -3.27 -0.13 2.90 -0.9949
C -2.38 -0.09 1.85 -0.3611
N -1.10 -0.50 1.94 0.3876
H 0.84 -1.38 4.33 0.1494
H 2.98 -1.72 4.37 0.2145
H 5.07 -2.12 3.11 0.4056
H 5.00 -2.09 0.59 0.4119
H 2.84 -1.57 -0.50 0.5649
H -1.11 -1.37 5.18 0.8612
H -3.46 -0.66 4.99 0.4840
H -4.28 0.22 2.77 0.4461
H -2.68 0.29 0.88 0.3438
O -3.56 0.92 -2.31 -0.7217
C -2.59 0.39 -1.79 0.2735
O -1.73 0.98 -1.04 -0.9406
C -2.41 -1.11 -2.06 0.5964
C -2.97 -1.66 -3.21 -0.8402
C -2.79 -3.01 -3.45 -0.3406
C -2.09 -3.77 -2.52 -0.7979
C -1.58 -3.14 -1.40 -0.3114
N -1.73 -1.83 -1.18 0.1169
H -3.53 -1.02 -3.87 0.4695
H -3.20 -3.47 -4.34 0.4090
H -1.93 -4.83 -2.67 0.4043
H -1.03 -3.70 -0.65 0.4417
C 0.77 1.71 1.20 -0.9969
C 1.19 1.75 2.37 -0.5323
C 1.71 1.62 3.64 0.7370
C 0.76 1.26 4.69 0.5387
C 1.09 0.44 5.79 -0.7377
C 0.14 0.06 6.73 -0.9187
C -1.18 0.50 6.64 -0.5430
C -1.52 1.30 5.55 -0.7951
C -0.59 1.66 4.60 -0.4347
C 3.16 1.71 3.83 0.5124
C 4.03 1.67 2.73 -0.1682
C 5.40 1.76 2.88 -0.5432
C 5.98 1.87 4.14 -0.5758
C 5.14 1.93 5.25 -0.6813
C 3.76 1.86 5.10 -0.4064
H 2.10 0.06 5.89 0.5183
H 0.44 -0.57 7.56 0.3457
H -1.91 0.22 7.38 0.3691
H -2.54 1.65 5.45 0.5034
H -0.88 2.28 3.77 0.5003
H 3.61 1.62 1.73 0.4734
H 6.02 1.74 1.99 0.3976
H 7.05 1.93 4.26 0.3910
H 5.56 2.06 6.24 0.3673
H 3.14 1.97 5.98 0.5666
C 3.10 -1.63 -4.46 -1.1355
C 2.51 -0.41 -5.17 -1.4455
C 2.49 0.84 -4.28 2.9418
C 1.80 2.00 -5.03 -1.4273
C 1.60 3.26 -4.19 -1.1312
C 3.92 1.25 -4.00 -0.0679
O 4.75 1.39 -4.89 -0.6836
N 4.23 1.49 -2.70 0.1171
C 3.41 1.25 -1.57 -0.2433
O 3.91 1.40 -0.47 -0.6500
N 2.13 0.85 -1.79 0.1821
C 1.67 0.56 -3.03 -0.5795
O 0.54 0.10 -3.17 -0.5939
H 3.17 -2.48 -5.15 0.4838
H 2.47 -1.93 -3.62 0.1659
H 4.10 -1.42 -4.09 0.2873
H 1.48 -0.62 -5.47 0.4215
H 3.09 -0.18 -6.06 0.5050
H 0.83 1.63 -5.37 0.3965
H 2.40 2.22 -5.91 0.5083
H 0.92 3.08 -3.35 0.1995
H 1.18 4.06 -4.79 0.4748
H 2.55 3.62 -3.77 0.2763
H 5.18 1.76 -2.48 0.2751
```

E_HOMO = -3.1 eV
DFT total energy = -66015.73133 eV
Energy relative to the best compared isomer or geometry (same formula, charge and spin) = 0.885 eV
Net charge = -1
Kohn-Sham gap = 0.2054 Eh
LUMO energy = 2.4696 eV